180
Properties=species:S:1:pos:R:3:forces:R:3:lowdin_charge:R:1 method="wB97M-V/def2-TZVPD" charge=+1 homo_lumo_gap_ev=8.2 lumo_energy_ev=-3.46 total_energy_ha=-26987.0880
C 8.3396 -1.4625 0.2358 0.01 -0.05 -0.52 -0.102
C 8.3095 -0.1454 -0.5718 -0.03 -0.30 0.43 -0.242
C 8.7089 1.0899 0.2516 -0.52 0.40 -0.59 -0.214
C 7.7734 2.2954 0.0229 -0.09 -1.08 0.64 -0.214
C 6.3632 2.0130 0.6011 0.20 0.32 -0.90 -0.226
C 5.3233 2.0226 -0.5287 -0.47 -0.07 1.10 -0.202
C 3.9093 1.6557 -0.0308 -0.19 0.57 -0.19 -0.202
C 2.7735 2.6348 -0.4370 0.19 -0.78 0.14 -0.199
C 1.5353 1.8268 -0.8498 -0.06 0.49 0.51 -0.226
C 0.4209 2.5950 -1.5750 0.09 -0.60 0.27 -0.201
C -0.1995 1.8278 -2.7557 0.18 1.02 -0.05 -0.194
C -1.6244 2.3264 -3.0770 0.22 -0.46 -0.47 -0.182
C -2.7206 1.2459 -2.9294 0.61 0.53 0.33 -0.179
C -3.9538 1.7085 -2.1447 -0.46 -0.34 -0.54 -0.176
C -4.3415 0.7231 -1.0436 -0.15 -0.16 -0.27 -0.116
C -3.1922 0.5019 -0.0775 -0.17 0.36 0.43 -0.226
N -2.6161 -0.8547 -0.0615 1.28 0.48 -0.47 0.026
C -3.5082 -1.9463 0.4506 -0.38 0.19 -0.67 -0.130
C -3.4876 -3.2206 -0.3598 0.21 -0.73 0.54 -0.166
C -2.2952 -4.1810 -0.1371 0.01 0.30 -0.46 -0.411
C -1.7608 -4.2122 1.2854 0.27 -0.18 -0.02 -0.070
C -1.1888 -3.9078 -1.1872 -0.30 0.43 0.57 -0.102
C -1.5950 -0.6172 0.8664 -1.08 0.18 0.17 -0.299
N -0.3727 -1.0420 0.7256 -0.06 -0.12 0.78 0.303
N -2.0372 0.1936 1.9224 0.37 -1.22 -0.66 0.175
C -3.2655 0.9308 1.4152 0.90 0.32 0.83 -0.300
C -4.5027 0.6153 2.2612 -0.20 -0.20 -0.33 -0.159
O -4.4860 1.2362 3.5149 -0.34 -0.28 -0.01 -0.184
C -3.8051 0.5176 4.5262 0.36 0.35 0.18 -0.134
C -2.8712 2.4252 1.5801 -1.07 -0.23 -0.05 -0.043
C -4.0233 3.4234 1.3790 0.74 0.77 -0.87 -0.337
C -3.5561 4.6488 0.5745 -0.21 -0.08 0.95 -0.013
F -4.4779 3.9033 2.6123 -0.06 -0.41 -0.19 -0.025
H 7.3802 -1.9751 0.1948 -0.11 -0.02 0.04 0.061
H 8.5819 -1.3099 1.2830 0.11 0.04 0.10 0.061
H 9.0643 -2.1459 -0.2003 0.14 -0.14 0.19 0.063
H 7.3020 -0.0256 -0.9617 -0.11 0.17 -0.07 0.079
H 8.9561 -0.2527 -1.4389 0.05 0.11 -0.12 0.102
H 9.7150 1.4195 -0.0003 0.24 -0.25 0.23 0.106
H 8.6421 0.8201 1.3026 0.31 0.14 0.21 0.097
H 7.6807 2.4710 -1.0471 0.16 0.28 -0.11 0.109
H 8.2300 3.1478 0.5121 -0.04 0.34 -0.11 0.068
H 6.0944 2.7764 1.3352 0.04 -0.32 -0.03 0.029
H 6.3336 1.0310 1.0724 0.08 -0.06 0.24 0.110
H 5.6042 1.2803 -1.2685 0.22 0.23 -0.40 0.098
H 5.3143 3.0254 -0.9499 0.03 0.00 -0.36 0.107
H 3.9025 1.5736 1.0562 0.11 -0.09 0.13 0.100
H 3.6410 0.6745 -0.4176 0.08 -0.22 0.03 0.091
H 3.0892 3.3015 -1.2369 0.05 0.00 -0.15 0.109
H 2.5442 3.2408 0.4371 -0.14 0.35 -0.12 0.090
H 1.8765 0.9586 -1.4113 -0.09 -0.03 -0.33 0.098
H 1.1137 1.4542 0.0902 -0.03 -0.37 -0.02 0.094
H 0.8157 3.5466 -1.9251 -0.10 0.15 -0.08 0.116
H -0.3630 2.8234 -0.8498 -0.08 0.17 0.06 0.084
H -0.1627 0.7486 -2.6117 -0.09 -0.12 0.14 0.096
H 0.4487 2.0578 -3.5993 0.06 -0.36 -0.22 0.112
H -1.6303 2.6832 -4.1045 -0.10 0.17 -0.06 0.109
H -1.8332 3.1954 -2.4568 -0.15 0.06 0.13 0.095
H -3.0020 0.8952 -3.9173 -0.14 -0.12 -0.07 0.116
H -2.2505 0.3970 -2.4308 -0.16 -0.18 0.03 0.085
H -4.7880 1.7589 -2.8430 -0.20 0.14 0.07 0.117
H -3.8410 2.7179 -1.7562 0.20 0.05 0.16 0.088
H -4.5714 -0.2196 -1.5412 -0.01 -0.17 0.09 0.125
H -5.2678 1.0370 -0.5671 0.00 0.05 0.25 0.113
H -2.3453 1.1017 -0.4255 -0.12 0.11 -0.29 0.132
H -4.5183 -1.5458 0.3810 -0.05 0.16 0.01 0.126
H -3.3338 -2.1236 1.5102 0.06 -0.16 0.11 0.114
H -4.4026 -3.7485 -0.0873 -0.11 -0.03 0.10 0.094
H -3.5653 -3.0243 -1.4253 -0.12 0.26 -0.09 0.102
H -2.6649 -5.1875 -0.3437 -0.08 0.24 0.08 0.046
H -2.4727 -4.6103 2.0057 -0.15 0.01 0.03 0.089
H -0.8805 -4.8533 1.3062 0.02 -0.13 0.10 0.089
H -1.4215 -3.2422 1.6453 -0.02 0.13 0.02 0.043
H -1.4899 -3.0976 -1.8448 0.00 0.05 -0.20 0.038
H -1.0424 -4.7845 -1.8024 0.39 -0.04 -0.09 -0.013
H -0.2554 -3.5823 -0.7270 0.21 -0.31 0.05 0.064
H 0.2060 -1.1362 1.5537 0.24 0.63 -0.21 0.159
H 0.0658 -1.2058 -0.1709 -0.53 -0.64 -0.12 0.146
H -2.1978 -0.4056 2.7301 0.21 0.54 0.48 0.136
H -4.6575 -0.4588 2.3898 0.15 -0.17 -0.07 0.120
H -5.3776 0.9683 1.7145 -0.07 0.21 0.09 0.133
H -3.8612 -0.5678 4.4036 -0.09 -0.10 -0.17 0.095
H -2.7645 0.8447 4.5721 0.15 -0.17 -0.04 0.046
H -4.2404 0.7561 5.4918 -0.18 0.11 -0.01 0.028
H -2.0917 2.6463 0.8553 0.19 0.01 0.05 0.105
H -2.4849 2.5840 2.5819 0.13 0.03 0.07 0.134
H -4.8491 2.9806 0.8213 -0.33 -0.12 0.43 0.133
H -2.5095 4.8441 0.7959 0.15 0.08 -0.30 0.084
H -3.7531 4.5467 -0.4867 0.23 -0.07 -0.14 0.068
H -4.1129 5.5047 0.9479 -0.15 0.10 -0.16 0.087
C -5.2783 4.4476 5.7205 -0.04 0.00 -0.07 -1.535
Cl -6.2901 5.8568 5.4209 0.03 -0.01 0.00 0.553
Cl -4.3233 4.6652 7.1934 0.03 -0.02 0.02 0.544
Cl -6.2542 2.9832 5.8265 0.04 0.06 -0.07 0.532
H -4.5972 4.3365 4.8881 0.01 -0.01 -0.02 -0.012
C -2.4824 1.3689 8.4519 -0.03 -0.05 0.10 -1.560
Cl -1.4862 1.2912 9.8988 -0.03 0.01 -0.03 0.536
Cl -1.4832 1.3327 6.9937 0.12 0.06 0.01 0.552
Cl -3.6575 0.0559 8.4300 0.11 -0.22 -0.19 0.511
H -3.0263 2.3046 8.4583 -0.03 0.02 -0.05 -0.051
C 6.0639 3.5576 -6.6575 0.01 -0.09 0.00 -1.576
Cl 5.9212 1.8384 -7.0282 -0.02 0.35 0.15 0.492
Cl 4.7058 4.1030 -5.6688 0.01 0.02 -0.01 0.509
Cl 7.6001 3.9036 -5.8637 0.00 0.03 0.01 0.529
H 6.0418 4.1145 -7.5856 -0.06 -0.15 0.08 -0.078
C 1.6928 9.4282 1.1038 0.06 -0.08 -0.05 -1.544
Cl 3.2080 10.3249 1.1778 0.00 0.03 0.02 0.524
Cl 1.2921 9.0202 -0.5668 -0.03 0.00 0.04 0.521
Cl 1.7770 7.9735 2.1023 -0.26 0.08 -0.03 0.491
H 0.9082 10.0607 1.4948 -0.02 0.01 0.00 0.011
C 4.8043 7.0598 -9.3862 -0.07 -0.14 -0.02 -1.520
Cl 6.1681 6.3783 -8.4900 0.10 0.25 -0.07 0.570
Cl 4.4723 6.1122 -10.8345 0.02 0.20 0.22 0.502
Cl 3.3741 7.1541 -8.3593 0.02 0.02 0.00 0.531
H 5.0711 8.0630 -9.6881 0.03 0.02 0.01 0.014
C -1.1495 -1.7879 12.6473 0.14 -0.02 0.05 -1.535
Cl -0.1979 -0.3092 12.7705 0.00 0.00 0.03 0.520
Cl -1.0895 -2.4322 11.0026 -0.09 0.03 -0.08 0.532
Cl -0.5890 -2.9908 13.8054 -0.01 0.00 -0.02 0.543
H -2.1792 -1.5489 12.8744 -0.03 0.01 -0.01 0.015
C -6.8438 1.8341 10.1080 -0.03 -0.10 -0.03 -1.510
Cl -7.1044 1.1615 8.4952 -0.05 0.07 0.40 0.461
Cl -7.3650 0.6951 11.3466 0.01 0.03 0.00 0.547
Cl -5.1502 2.2799 10.3474 -0.11 0.21 0.17 0.534
H -7.4392 2.7316 10.2008 -0.01 0.03 -0.01 0.017
C 5.7978 5.8781 2.3258 0.05 0.09 -0.07 -1.513
Cl 5.0179 7.4512 2.2493 0.12 -0.09 0.05 0.514
Cl 4.6077 4.5640 2.3537 -0.13 0.24 0.10 0.564
Cl 6.9103 5.6805 0.9745 0.01 -0.05 -0.01 0.577
H 6.3664 5.8263 3.2438 0.01 -0.04 0.02 0.016
C -1.3790 -5.1767 -5.2961 0.01 0.10 0.00 -1.525
Cl -2.4508 -4.1343 -4.3438 -0.04 -0.05 -0.17 0.536
Cl -0.8520 -4.3537 -6.7608 -0.05 -0.01 -0.01 0.551
Cl 0.0169 -5.6813 -4.3446 -0.12 0.00 -0.07 0.512
H -1.9425 -6.0553 -5.5817 -0.02 -0.04 0.05 -0.012
C -4.1975 -7.2189 -2.4613 0.08 0.03 -0.19 -1.482
Cl -4.3374 -7.4179 -4.2054 0.02 0.01 0.20 0.516
Cl -2.5005 -7.0203 -2.0006 -0.13 -0.31 -0.12 0.592
Cl -5.1811 -5.8603 -1.9121 0.01 0.02 0.06 0.573
H -4.5706 -8.1156 -1.9858 0.00 -0.02 0.02 0.020
C 5.3502 -2.3896 -7.1456 0.09 0.10 -0.02 -1.534
Cl 4.4961 -1.9160 -5.6774 -0.02 0.00 -0.01 0.524
Cl 5.9466 -0.9750 -8.0162 -0.03 -0.38 -0.10 0.508
Cl 6.6724 -3.4939 -6.7690 0.09 0.04 -0.03 0.522
H 4.6529 -2.9061 -7.7908 -0.02 -0.04 0.01 0.012
C -8.2045 -0.8104 4.8889 -0.06 -0.01 0.09 -1.530
Cl -8.2077 -2.3981 4.1100 0.02 0.00 -0.04 0.536
Cl -9.7433 -0.4991 5.6797 0.01 -0.02 -0.01 0.561
Cl -6.8778 -0.6914 6.0470 0.06 -0.13 -0.23 0.510
H -8.0552 -0.0600 4.1243 0.02 0.02 -0.02 0.012
C -4.6409 -10.4727 -6.7417 0.07 -0.05 0.07 -1.539
Cl -5.8060 -10.4750 -5.4184 0.00 0.03 -0.04 0.519
Cl -4.0164 -8.8450 -7.0578 -0.06 -0.08 -0.16 0.491
Cl -3.3190 -11.5892 -6.4144 -0.01 0.02 -0.01 0.536
H -5.1527 -10.8067 -7.6332 0.00 0.01 -0.04 0.012
C 4.1358 -6.6747 -4.4840 0.04 -0.19 -0.02 -1.542
Cl 3.1627 -5.5435 -3.5361 0.16 0.10 -0.07 0.491
Cl 4.5494 -6.0478 -6.0794 -0.14 0.04 0.14 0.523
Cl 5.5855 -7.1334 -3.5947 -0.01 0.01 -0.03 0.541
H 3.5361 -7.5605 -4.6407 0.00 -0.05 0.07 0.010
C 1.9317 -4.4855 10.4695 0.13 -0.03 0.04 -1.575
Cl 2.8816 -3.0041 10.5886 -0.07 0.00 0.00 0.517
Cl 1.9946 -5.1395 8.8288 -0.03 0.01 -0.01 0.513
Cl 2.4847 -5.6804 11.6404 -0.02 0.01 -0.01 0.531
H 0.9022 -4.2455 10.6941 -0.01 0.02 0.02 -0.057
C 2.0755 4.4788 -14.1288 -0.06 -0.01 0.10 -1.545
Cl 3.5661 4.3595 -13.1907 -0.02 -0.18 -0.23 0.492
Cl 1.2833 2.9085 -14.2451 0.01 0.01 -0.02 0.528
Cl 0.9921 5.6784 -13.4240 0.01 0.01 -0.02 0.527
H 2.3326 4.8018 -15.1278 0.01 0.01 -0.02 0.012
C 10.5492 -4.0742 -7.3425 0.12 -0.04 -0.07 -1.567
Cl 11.5028 -2.6092 -7.5694 -0.03 0.01 0.01 0.527
Cl 10.3669 -4.9449 -8.8680 -0.04 0.03 0.05 0.519
Cl 11.2765 -5.1113 -6.1148 -0.03 0.00 0.02 0.523
H 9.5659 -3.7852 -6.9989 -0.02 0.02 -0.01 -0.039
C -9.8769 -4.2582 7.3148 -0.03 0.00 0.04 -1.570
Cl -8.5659 -4.5824 8.4502 0.02 0.02 -0.02 0.522
Cl -10.5272 -5.7617 6.6614 0.01 0.02 -0.02 0.529
Cl -11.1459 -3.3015 8.0771 0.01 0.00 -0.01 0.521
H -9.4731 -3.6822 6.4929 0.01 0.01 -0.02 -0.043